Entry 1:
The following is a DFT calculation (ωB97M-V/def2-TZVPD) of 2 unconnected molecules or ions with the total composition C6H7O2S2.

Total energy: -32096.9396 eV
F_max: 2.72 eV/A
Kohn-Sham gap (alpha / beta): 5.80 / 6.39 eV
Energy relative to the best compared isomer or geometry (same formula, charge and spin): 384.7 kJ/mol
Net charge: -1
HOMO (alpha / beta): -3.06 / -3.48 eV

CARTESIAN COORDINATES (ANGSTROEM)
C (0.72158, 2.35017, 0.49620)
C (-0.55075, 2.63408, 0.86859)
C (-0.57040, 0.89101, -0.79595)
C (0.75536, 1.25480, -0.46923)
C (-1.70019, -1.34759, 0.34746)
C (1.81101, 0.61085, -1.06526)
O (4.34093, -0.09848, -0.80437)
O (3.62272, 1.71889, 0.66088)
S (-1.72029, 2.16424, -0.28291)
S (3.24929, 0.44118, 0.01611)
H (1.47908, 2.42845, 1.21016)
H (-0.75566, 3.37511, 1.64981)
H (-0.74154, 0.09346, -1.53728)
H (-2.67361, -1.06444, 0.08740)
H (-1.05483, -0.71486, 0.91176)
H (-1.16946, -1.65409, -0.48969)
H (1.55412, -0.26440, -1.64586)

***

Entry 2:
The following is a DFT calculation (ωB97M-V/def2-TZVPD) of C6H7O3P in the gas phase.

Total energy: -21763.8578 eV
F_max: 5.07 eV/A
Kohn-Sham gap: 7.59 eV
Energy relative to the best compared isomer or geometry (same formula, charge and spin): 0.0 kJ/mol
HOMO: -8.55 eV

CARTESIAN COORDINATES (ANGSTROEM)
C (1.80556, -1.63391, 0.64074)
P (0.98232, 0.06665, 0.64385)
C (1.88250, 1.27295, -0.50060)
C (-0.84046, -0.00375, 0.16750)
C (-1.67995, 1.01480, 0.71912)
C (-3.07301, 0.61832, 0.03168)
O (-3.95069, 1.46513, -0.20791)
O (-3.01317, -0.78158, -0.24872)
C (-1.67318, -0.97276, -0.78595)
O (-1.35162, -1.67415, -1.75091)
H (1.53827, -2.14751, 1.63538)
H (1.56068, -2.28590, -0.26119)
H (2.94503, -1.44455, 0.70351)
H (2.50232, 0.73495, -1.30521)
H (1.17132, 2.00681, -1.02683)
H (2.61655, 1.90720, 0.11389)
H (-1.42248, 1.85730, 1.43164)

***

Entry 3:
The following is a DFT calculation (ωB97M-V/def2-TZVPD) of a gas-phase ion, C6H7O4S2 (charge -1).

Total energy: -36190.4856 eV
F_max: 5.05 eV/A
Kohn-Sham gap (alpha / beta): 6.68 / 7.65 eV
Energy relative to the best compared isomer or geometry (same formula, charge and spin): 494.2 kJ/mol
Net charge: -1
HOMO (alpha / beta): -4.56 / -5.19 eV

CARTESIAN COORDINATES (ANGSTROEM)
C (-0.82086, -1.26895, 0.05528)
C (-1.64293, -0.20208, -0.02392)
C (0.51368, -1.02252, -0.10016)
C (-0.38014, 1.55721, -0.47758)
C (1.60858, -2.07604, -0.28180)
C (-1.11730, 2.78679, -0.01054)
O (-3.75694, -0.50565, 1.36137)
O (2.24477, 0.79314, -0.32978)
O (-3.75706, -1.01039, -1.09760)
O (-3.85788, 1.31723, -0.19033)
S (0.91122, 0.61068, 0.28810)
S (-3.46348, -0.05512, -0.04463)
H (-1.38828, -2.14842, 0.16016)
H (1.40513, -2.97673, -0.77919)
H (1.87680, -2.51677, 0.81106)
H (2.54698, -1.49438, -0.67937)
H (-2.09435, 2.52943, -0.28037)
H (-0.69245, 3.56619, -0.58240)
H (-0.84622, 3.17578, 1.03847)

***

Entry 4:
The following is a DFT calculation (ωB97M-V/def2-TZVPD) of a molecular structure, C6H7O6Tl.

Total energy: -23301.4092 eV
<S²>: 0.756
F_max: 5.38 eV/A
Kohn-Sham gap (alpha / beta): 8.04 / 4.12 eV
Energy relative to the best compared isomer or geometry (same formula, charge and spin): 288.9 kJ/mol
Net charge: +1
2S+1: 2
HOMO (alpha / beta): -13.15 / -13.15 eV

CARTESIAN COORDINATES (ANGSTROEM)
O (3.28740, 1.99390, -0.61130)
C (2.83393, 1.15391, 0.21552)
O (3.12662, -0.10044, -0.04114)
O (1.67713, 1.26297, 0.78368)
Tl (4.57616, 0.59934, -1.33404)
C (1.25237, -0.39541, 0.85247)
C (0.33831, -0.75497, -0.31006)
C (-0.92744, -1.41252, 0.14644)
C (-2.16225, -1.05209, -0.19176)
O (-2.39506, -0.01330, -1.08693)
C (-2.86116, 1.17819, -0.68430)
O (-3.33822, 1.95126, -1.46995)
O (-2.75414, 1.45676, 0.60587)
H (0.68294, -0.22415, 1.77400)
H (1.81913, -1.26473, 1.20752)
H (0.87041, -1.45007, -0.98002)
H (0.11710, 0.14183, -0.90335)
H (-0.85067, -2.28540, 0.79959)
H (-3.05750, -1.58991, 0.12680)
H (-2.23507, 0.80483, 1.10093)